Record 1
# C21H60BO13S

A 9-piece molecular cluster, C21H60BO13S overall (wB97M-V/def2-TZVPD, the OMol25 dataset).

```
96
Properties=species:S:1:pos:R:3:forces:R:3:mulliken_charge:R:1
H -0.4716 5.5901 0.7553 -0.0214 0.0525 0.0235 0.306
H -0.2984 0.7392 0.1065 0.0210 0.0271 -0.0046 0.087
H -1.0364 0.1449 2.4222 -0.0236 0.0222 -0.0230 0.329
H -2.3240 7.9222 -3.4296 0.0283 -0.0131 0.0028 0.235
H -1.1493 1.9003 2.1439 -0.0063 0.0019 -0.0051 0.283
O 1.4633 -6.0682 -0.1733 -0.1565 -0.0468 0.3122 -0.508
H 2.8880 -3.3416 -2.6360 -0.0014 -0.0299 -0.0366 0.364
H -0.4790 -6.5610 0.4250 0.1731 0.0099 -0.0969 0.179
H -1.3215 4.5087 -3.2011 0.0200 -0.0025 -0.0120 0.198
H 1.4847 -9.2230 -4.0374 0.0153 0.0069 -0.0019 0.294
H 4.9741 -4.6397 2.0961 -0.2151 0.0544 -0.1070 0.287
C -0.4634 1.0555 2.2276 0.0797 -0.0556 0.0682 -1.136
H 0.8129 -0.9925 1.1589 0.1627 -0.0303 -0.2701 0.166
H 2.4518 5.3174 1.6236 0.0025 0.0182 -0.0091 0.353
O -1.7497 3.9845 -1.3062 0.0944 0.0240 0.0286 -0.473
H -3.4182 5.7316 -2.9803 -0.0009 0.0056 0.0104 0.200
H 0.2693 -10.2542 -1.5357 -0.0057 0.0128 0.0259 0.277
C 1.5937 -8.8729 -1.9139 -0.0353 0.0287 -0.0108 0.141
H 0.6341 4.4084 3.0626 -0.0579 0.1512 0.1099 0.300
C 0.0899 -5.8323 -0.1809 -0.1284 -0.1184 -0.1993 -0.592
H 0.7373 3.0619 -3.4149 -0.0005 0.0259 0.0040 0.379
O 1.7358 5.1433 4.5699 0.1524 -0.0609 -0.0557 -0.467
H 2.5830 4.6846 4.5778 -0.0003 0.0008 0.0128 0.237
H 3.3822 -4.3500 2.8148 0.1421 0.0381 -0.1498 0.197
H 1.8958 6.1872 0.1885 -0.0120 0.0116 0.0013 0.367
O -1.3054 -3.7117 -1.8004 0.0858 0.3186 0.4986 -0.752
H -5.0958 1.8621 0.3667 0.0137 -0.0013 -0.0090 0.317
H -3.2120 -4.1195 0.1864 0.1768 0.1071 0.0229 0.408
H 1.2859 -1.5687 -1.1414 -0.0887 -0.1671 0.1357 0.044
H 0.1931 1.2303 3.0823 -0.0303 0.0048 0.0210 0.227
H 2.2448 -9.1104 -1.0676 0.0046 0.0213 0.0079 0.219
H -0.6050 -4.5553 1.4649 -0.1416 0.1550 -0.1607 0.222
H 1.6926 4.4285 0.3002 0.0052 0.0114 -0.0056 0.128
H 3.1377 -9.1356 -3.4021 0.0009 0.0068 0.0070 0.324
H 2.8990 -1.0306 -3.5997 0.0027 0.0021 -0.0067 0.300
C -0.7700 4.1702 -2.3229 0.0380 0.0318 0.0024 0.060
H -1.2869 3.6861 -0.5139 -0.1044 -0.0532 0.0348 0.183
H -4.6096 6.8908 -3.5772 0.0109 0.0038 0.0199 0.389
H -3.7070 8.5599 -5.2050 0.0004 -0.0123 -0.0182 0.300
O 3.3854 -5.0836 0.8978 0.1644 0.2767 -0.0203 -0.682
H 0.9519 1.7983 0.7866 -0.0252 0.0048 0.0057 0.074
H -4.5825 0.1727 2.1486 0.0153 0.0193 -0.0124 0.256
O 1.3007 -0.1616 1.0551 0.0034 0.0791 0.2746 -0.508
H 2.0036 -2.1364 -4.6622 -0.0052 -0.0159 -0.0151 0.391
H 0.5337 2.5693 -1.7283 0.0445 -0.0540 -0.0515 0.171
O 1.1962 -3.9385 0.6846 -0.5776 -0.1178 0.4239 -0.522
H -1.7046 6.7023 -4.5409 -0.0044 -0.0061 0.0194 0.234
H -0.3037 -5.8577 -1.2050 0.0507 0.0653 0.1667 0.347
O 0.2565 -9.2985 -1.6430 -0.0013 -0.0457 -0.0510 -0.532
H -0.6739 2.1037 -2.9284 0.0168 -0.0021 -0.0060 0.291
C 3.9627 -4.2542 1.8781 -0.0375 -0.1593 0.1772 -0.348
H -0.0797 4.9720 -2.0318 -0.0046 0.0293 -0.0517 0.175
O -5.3928 -1.4035 1.2054 -0.0444 0.0312 -0.0426 -0.546
O -0.5339 -1.8922 -0.2738 -0.3123 -0.1748 0.0556 -0.572
H 1.5559 -7.7877 -1.9797 0.0039 -0.0075 0.0593 0.090
C 1.2921 5.2973 5.9171 -0.0637 -0.0291 -0.0052 -0.292
H 1.5538 -5.6960 2.0489 0.0631 0.1502 -0.0261 -0.410
H 1.1307 -1.0197 -3.6047 -0.0101 -0.0192 -0.0002 0.276
H 3.5004 -2.6010 0.5393 0.0595 -0.0726 0.1319 -0.050
H 0.2854 6.4979 2.0680 -0.0172 -0.0008 0.0093 0.274
H -3.1286 -2.3204 0.0405 0.0186 -0.2701 0.0049 0.164
H -3.7766 -0.2248 0.6338 0.0185 0.0057 0.0263 -0.037
C 2.1257 -9.4883 -3.1952 -0.0317 0.0023 -0.0067 -1.108
H 0.3281 5.7992 5.8417 0.0000 -0.0076 0.0228 0.286
C 2.0122 -1.6627 -3.6777 0.0304 0.0395 0.0306 -1.335
H -5.5493 -1.7239 0.3110 -0.0026 -0.0082 0.0157 0.320
H -2.4405 -3.1116 1.4739 -0.0863 -0.0403 -0.1778 0.354
C 2.0061 -2.7031 -2.5678 -0.1107 -0.0545 0.1317 0.058
S -1.0621 -3.2393 -0.4448 -0.2090 -0.0554 -0.5079 1.115
H 1.8839 6.2404 7.7637 -0.0048 -0.0068 0.0017 0.344
O -2.9260 8.0380 -5.4130 -0.0245 0.0116 0.0198 -0.541
H 5.0714 -2.4064 1.3535 -0.1342 -0.1687 -0.0092 0.353
C 4.0409 -2.7671 1.4756 -0.1569 0.1250 0.1033 -0.577
O 2.0575 -2.1280 -1.2815 0.5533 0.3894 -0.4928 -0.166
O -0.0344 4.4696 2.3674 -0.0928 -0.1245 -0.1475 -0.409
H -5.7773 0.5866 -0.6450 0.0163 0.0148 -0.0048 0.331
C 2.2624 6.1109 6.7488 0.0258 0.0307 -0.0531 -1.074
C -5.5999 0.8949 0.3882 -0.0540 -0.0315 0.0177 -1.176
H -3.9699 5.6536 -4.6640 0.0154 -0.0045 0.0088 0.251
C -2.5962 7.2640 -4.2622 0.0165 0.0252 0.0102 -0.160
C -3.7120 6.3276 -3.8461 -0.0349 -0.0310 -0.0367 -0.882
H -6.5668 1.0123 0.8796 0.0076 0.0078 0.0003 0.297
H 3.2322 5.6120 6.8132 -0.0085 -0.0061 0.0175 0.334
C 0.3080 5.5486 1.5192 0.0716 0.0198 -0.0530 -0.254
B 1.9655 -5.2279 0.9510 0.1364 -0.3042 -0.3091 1.339
C -0.0712 -4.4315 0.5036 0.6353 -0.0600 0.2097 -0.245
C 0.3676 0.8912 0.9673 -0.1172 -0.0425 -0.1147 0.489
H 3.5603 -2.1359 2.2365 0.1088 -0.0711 -0.1793 0.200
C -4.7558 -0.1323 1.1167 0.0420 0.0001 0.0123 0.275
H 1.1254 -3.3494 -2.6667 0.0308 -0.0036 -0.0357 0.119
C 1.6665 5.3621 0.8657 -0.0027 -0.0711 0.0082 -0.969
C -2.6266 -3.2229 0.4022 -0.1002 0.2081 0.1419 -1.060
C 0.0033 2.9020 -2.6239 -0.0741 -0.0333 0.1214 -1.023
H 2.1564 -10.5801 -3.1246 0.0214 0.0011 0.0051 0.330
H 2.4144 7.0946 6.3039 -0.0064 -0.0019 0.0121 0.280
H 1.1227 4.3165 6.3713 -0.0161 0.0020 -0.0033 0.288
```
Positions in Å, forces in eV/Å.

Summary:
Net charge = -1
Lowest unoccupied orbital energy = 2.0 eV

Record 2
# C21H60Cl6O22P4

A 10-piece molecular cluster, C21H60Cl6O22P4 overall at a distorted geometry (wB97M-V/def2-TZVPD, the OMol25 dataset).

```
113
Properties=species:S:1:pos:R:3:forces:R:3:mulliken_charge:R:1
H 29.8476 6.6361 -28.1430 -0.7244 0.3979 0.1393 0.278
H 29.8145 11.8063 -28.6914 -1.0633 -0.2797 -0.5729 0.320
C 31.1612 6.8215 -22.4175 0.1418 0.1695 0.3218 0.474
H 33.2293 9.1608 -25.0926 -0.1280 0.9808 0.1222 0.384
O 32.1653 11.4724 -24.7983 -1.7288 -0.3187 -2.3140 -0.707
C 36.8963 3.0479 -24.1306 -1.9565 -1.9478 1.5349 0.108
O 30.2586 1.2488 -28.4903 -1.1404 -0.5422 0.1159 -0.489
H 37.1248 5.0792 -19.1507 -0.1260 0.4809 -0.0883 0.260
H 35.8103 2.9582 -24.1045 -0.2136 0.8817 -0.9307 -0.051
C 28.2317 1.5986 -27.0109 0.0645 0.0089 -1.0108 0.450
H 34.0961 9.3241 -26.6199 -0.2806 -0.1654 -0.2874 0.283
H 38.1254 -0.9546 -26.7846 0.2376 0.7985 -0.5443 0.270
H 29.4880 11.7765 -23.9587 0.9531 0.0244 -0.6111 0.412
H 28.3932 8.3925 -26.7577 0.3167 -0.3306 0.3083 0.141
O 35.3163 2.3108 -28.7052 0.5189 -1.9656 0.1405 0.079
H 28.5273 2.6275 -27.2158 0.0325 0.2484 0.6507 -0.293
P 27.3296 5.3583 -26.5666 -0.1538 -0.4037 0.0979 0.589
C 33.1391 9.0537 -26.1736 -0.3496 -0.9383 1.1659 -0.526
C 29.4220 5.6334 -28.1044 1.2350 -0.3469 -1.8457 -0.821
H 34.7837 1.6947 -30.7285 -0.3297 -0.3079 0.7030 0.354
H 30.3805 1.4226 -22.4598 0.4613 0.0065 -1.0210 0.173
P 35.3984 6.1993 -21.7774 -0.0644 -0.4537 1.4621 0.728
H 26.4082 2.0391 -27.7358 0.2756 0.5021 0.2540 0.363
O 27.0601 1.3378 -27.8046 0.9932 -1.0557 -0.4601 -0.606
H 28.8936 3.8615 -25.0001 -0.1413 -0.1358 -0.0974 -0.303
H 33.6096 3.0462 -25.0280 -0.2572 0.0635 -0.3438 -0.243
C 33.0492 0.1325 -28.6204 -2.6991 0.6125 0.9596 -0.729
H 34.4263 8.6424 -19.5637 -0.2091 -0.0501 -0.5510 0.279
C 35.6124 2.0509 -30.1167 0.5703 0.5911 -0.8086 -0.890
C 29.2711 10.7406 -24.2193 -1.4365 0.1853 0.4707 -1.026
C 37.3209 5.2572 -20.2081 0.1585 -0.0322 -0.3760 -0.753
O 26.4582 4.4352 -27.3642 1.6429 1.6209 1.0793 -0.711
H 36.4835 1.4155 -30.2772 -0.1857 -0.3470 0.5013 0.327
C 32.8082 3.7092 -24.7018 -0.5249 -0.6022 0.4935 -0.050
O 34.3967 -0.0969 -28.4901 3.6351 0.4143 0.1725 -0.389
O 28.4222 -0.1406 -23.7456 -0.2474 0.4784 -0.8020 -0.445
H 34.2697 6.9029 -19.3318 0.2541 -0.1190 0.0609 0.350
H 31.8964 7.5610 -22.1000 -0.2024 -0.0831 -0.2303 0.384
O 38.7181 4.5511 -24.7632 -2.5461 -0.2877 -0.6029 -0.386
O 37.3328 1.7489 -24.1505 1.2218 1.1421 0.2298 -0.368
H 32.9891 4.0156 -23.6715 -0.1216 0.2434 -0.1507 0.075
H 27.9448 1.3821 -25.9819 0.4447 0.2666 0.2882 0.216
H 30.1512 0.6832 -26.5488 0.0334 0.2807 0.1342 0.014
Cl 32.3823 6.3600 -29.8671 0.5615 -0.2089 0.2203 -0.147
O 27.2871 5.1242 -24.9597 -0.1029 0.7955 -0.9828 -0.336
O 30.0396 10.0404 -25.2183 1.0385 1.5601 -0.4958 0.477
H 27.1208 8.7110 -25.5945 -0.7601 -0.1345 -0.5580 0.296
C 33.8235 5.6266 -29.1016 0.0094 0.0953 -0.6602 0.199
Cl 32.6934 5.1270 -25.7456 0.1945 -0.0464 0.0725 0.306
Cl 29.6569 7.6534 -22.8776 0.4064 -0.2482 -0.2752 -0.218
H 29.1793 0.0676 -24.2980 0.0291 -0.1293 -0.6557 0.334
Cl 30.8218 5.8014 -21.0285 0.0523 -0.4193 0.4075 -0.186
C 30.4480 0.3349 -22.4376 -1.4630 -0.9743 0.4290 -0.442
O 30.6507 11.8701 -27.0492 2.8140 -0.4563 4.5214 -0.362
C 29.5088 11.4930 -27.6931 -0.8524 -0.7844 -2.7716 -0.473
C 37.4776 4.0398 -25.2345 1.7035 1.2831 -0.3946 0.312
H 37.6460 6.2604 -20.4835 -0.0963 0.1198 0.6610 0.390
H 28.7289 5.3877 -28.9089 -0.4797 0.5971 0.0984 0.412
C 37.1107 -0.8672 -27.1733 -0.1918 -1.8430 -0.2157 -0.768
O 34.9754 1.2966 -26.3403 0.3976 0.1950 -0.7044 -0.596
H 32.8134 1.1914 -28.5145 -0.1484 0.0521 -0.1543 0.261
H 30.2855 5.0491 -28.4222 0.1528 -0.5402 0.6431 0.125
H 36.5812 1.1759 -24.3187 -0.5540 -0.5772 -0.7314 0.450
C 28.9622 -0.2175 -22.4858 2.1339 0.1505 2.0506 -0.455
Cl 31.2632 2.7730 -24.7072 0.8896 0.3902 -0.1256 0.089
H 31.5752 6.1777 -23.1935 -0.3772 0.3627 -0.1466 -0.606
O 32.0432 9.7374 -26.7613 -1.1626 1.8630 0.8123 -0.303
H 33.4918 4.7466 -28.5506 0.0973 0.5877 0.6689 -0.195
H 35.9104 2.9736 -30.6146 -0.1385 0.4041 0.5966 0.269
H 36.5004 -1.1099 -26.3034 -0.5748 0.5057 -0.1304 0.312
O 36.1161 4.9350 -20.9678 -0.0306 1.7790 -1.1568 -0.366
H 35.5706 6.7693 -25.0207 0.1504 -0.4579 0.1024 0.117
C 35.8786 7.2798 -24.1083 -0.1540 1.3492 -1.2406 -0.555
H 36.7025 4.7881 -25.4000 0.3838 0.4739 0.6356 -0.221
P 35.3299 0.9803 -27.7499 -0.0232 -0.2711 -0.3502 0.861
H 29.4025 10.4082 -27.6948 -0.3450 0.0137 -0.0342 0.099
H 28.7615 4.5914 -23.4930 -0.6586 0.8092 0.1969 0.125
P 31.2751 10.9038 -25.8725 1.4148 -0.7577 0.8831 0.567
O 31.1743 -0.2630 -23.5055 0.3180 1.2204 -0.6338 -0.443
H 28.2406 10.7938 -24.5705 -0.0846 -0.2585 -0.1420 0.342
H 32.5994 -0.2275 -29.5457 0.5541 -0.1219 -0.0615 0.351
H 38.1726 4.6266 -20.4629 -0.3524 -0.4392 -0.3843 0.269
H 34.4771 5.2402 -29.8837 -0.0305 0.4597 -0.0198 0.269
Cl 34.7541 6.8721 -28.1709 -0.4379 -1.0664 -0.3324 -0.134
H 28.5727 11.9879 -27.4347 0.2488 0.1272 0.5520 0.241
H 35.0344 7.9337 -23.8895 -0.1211 -0.2909 0.7350 0.255
H 27.6394 3.2993 -23.9414 -0.5702 0.3082 -0.0180 0.328
H 28.1293 7.4385 -25.1689 0.8261 0.1300 -0.3622 -0.002
H 32.8745 7.9963 -26.1820 0.4546 -0.1684 -0.9063 0.065
H 29.0386 -1.2498 -22.1444 -0.3188 -0.3263 0.0530 0.317
H 31.2413 -1.2170 -23.4218 -0.2629 -0.0490 0.4276 0.273
H 32.5820 -0.3748 -27.7763 -0.4560 0.0260 -0.1648 0.351
H 36.9555 -1.6485 -27.9173 0.1775 -0.3908 0.3597 0.296
O 35.5852 7.5125 -20.8433 0.9022 -1.3251 -2.6942 -0.319
C 28.1350 4.2030 -24.2959 1.4850 -1.2368 -0.7183 0.185
O 33.9963 5.9133 -22.0850 0.2045 -0.2508 -0.1611 -0.254
H 35.7700 7.8700 -18.8812 -0.0740 -0.6109 0.2681 0.297
H 28.3953 0.3488 -21.7468 -0.3070 -0.0205 -0.0506 0.353
H 37.1577 3.5300 -23.1887 0.6837 0.2687 0.0789 0.354
H 29.5878 1.1506 -29.1700 0.3209 0.4071 -0.9727 0.333
H 36.6900 7.9643 -24.3561 0.1955 -0.2273 0.0695 0.356
H 29.1240 -0.2828 -27.5301 0.1209 -0.2407 -0.6264 0.384
H 30.9703 0.1541 -21.4981 -0.3593 -0.4305 0.2923 0.379
O 28.9708 5.2567 -26.8461 -2.3315 0.0391 1.2960 0.201
O 36.8000 0.3153 -27.8860 -1.0626 1.8747 0.1517 -0.449
H 39.2575 3.7966 -24.5154 0.7058 -0.2770 -0.2903 0.395
H 29.2503 10.2292 -23.2569 0.3695 -0.3711 -0.3373 0.267
H 37.5757 3.5423 -26.1994 0.1479 -0.9175 0.2072 0.360
O 36.3121 6.3905 -23.0966 -0.2737 -0.3066 1.7760 -0.207
O 26.9336 6.9279 -26.7471 0.0311 -1.5196 0.1196 -0.430
C 27.7100 7.9173 -26.0539 0.0503 -0.1345 0.6694 -0.183
C 29.4854 0.7385 -27.4100 -1.0913 0.2221 1.6238 -0.337
C 34.9674 7.6968 -19.5981 -0.3389 0.6738 1.2233 -0.764
```
Positions in Å, forces in eV/Å.

Summary:
ΔE to the lowest compared entry with this formula, charge and spin = 38.8 kcal/mol
2S+1 = 2
Expectation value of S² = 0.756
Net charge = +1
Lowest unoccupied orbital energy (alpha / beta) = -2.9 / -9.3 eV